1.
Formula: C22H26N2
Source: OMol25
Level of theory: ωB97M-V/def2-TZVPD

Summary:
DFT total energy: -963.4506 hartree
SMILES: CCCCN1CCc2c(c3ccccc3n2Cc2ccccc2)C1

Last column: Mulliken charge in e.
Cartesian coordinates (Å):
C1 -2.911 -2.727 -1.692  -1.137
C2 -4.115 -1.939 -1.187  -0.580
C3 -3.784 -1.039 0.003  -0.753
C4 -2.808 0.078 -0.361  0.151
N1 -2.798 1.147 0.629  0.077
C5 -2.386 0.733 1.957  -1.464
C6 -0.949 0.172 2.044  -0.666
C7 -0.072 1.023 1.192  0.651
C8 -0.528 1.991 0.343  1.500
C9 0.610 2.549 -0.306  -0.155
C10 0.793 3.549 -1.259  -0.533
C11 2.072 3.826 -1.686  -0.644
C12 3.173 3.126 -1.185  -0.704
C13 3.023 2.134 -0.239  -0.749
C14 1.737 1.852 0.202  0.074
N2 1.300 0.937 1.124  0.170
C15 2.137 -0.026 1.781  -1.548
C16 2.622 -1.112 0.846  0.742
C17 3.851 -1.720 1.064  -0.476
C18 4.296 -2.723 0.222  -0.626
C19 3.518 -3.127 -0.849  -0.408
C20 2.293 -2.524 -1.073  -0.779
C21 1.846 -1.523 -0.229  0.045
C22 -1.989 2.280 0.193  -1.581
H1 -2.152 -2.061 -2.095  0.276
H2 -2.469 -3.307 -0.885  0.296
H3 -3.212 -3.413 -2.480  0.388
H4 -4.517 -1.330 -2.001  0.348
H5 -4.895 -2.642 -0.884  0.344
H6 -3.372 -1.656 0.804  0.245
H7 -4.703 -0.577 0.370  0.313
H8 -1.803 -0.338 -0.530  -0.186
H9 -3.139 0.531 -1.301  0.424
H10 -2.455 1.619 2.594  0.477
H11 -3.097 -0.004 2.334  0.430
H12 -0.924 -0.868 1.699  0.179
H13 -0.624 0.181 3.088  0.675
H14 -0.055 4.091 -1.652  0.480
H15 2.236 4.596 -2.426  0.396
H16 4.161 3.368 -1.549  0.397
H17 3.877 1.590 0.136  0.385
H18 2.999 0.487 2.223  0.425
H19 1.565 -0.482 2.597  0.399
H20 4.463 -1.404 1.897  0.394
H21 5.255 -3.188 0.400  0.376
H22 3.867 -3.908 -1.509  0.386
H23 1.681 -2.833 -1.909  0.422
H24 0.893 -1.051 -0.415  0.345
H25 -2.274 3.146 0.805  0.318
H26 -2.234 2.516 -0.846  0.462

---

2.
Formula: C87H197N7O31S8
Source: OMol25
Level of theory: ωB97M-V/def2-TZVPD

Summary:
DFT total energy: -9333.7346 hartree

Last column: Mulliken charge in e.
Cartesian coordinates (Å):
C1 -2.742 6.022 -8.080  -2.100
C2 -2.471 5.842 -6.566  1.677
C3 -2.012 4.427 -6.168  0.105
C4 -0.568 4.266 -6.619  0.101
C5 0.281 5.303 -5.968  -0.636
C6 -0.073 6.689 -6.458  1.776
N1 -1.494 6.885 -6.141  1.051
O1 -1.892 8.138 -6.605  -0.637
C7 0.571 7.775 -5.630  -1.962
C8 0.395 6.931 -7.883  -1.706
C9 -3.786 5.990 -5.794  -1.683
H1 -3.459 5.271 -8.370  0.520
H2 -1.881 5.830 -8.599  0.442
H3 -3.058 7.036 -8.376  0.358
H4 -2.052 4.324 -5.134  -0.857
H5 -2.618 3.573 -6.671  0.408
H6 -0.436 4.289 -7.702  0.693
H7 -0.170 3.307 -6.334  -0.766
H8 1.373 5.130 -6.091  0.090
H9 0.219 5.326 -4.890  -0.219
H10 0.232 7.752 -4.583  0.091
H11 1.663 7.620 -5.676  0.431
H12 0.412 8.695 -6.140  0.578
H13 0.362 6.122 -8.562  0.356
H14 -0.120 7.793 -8.422  0.299
H15 1.432 7.413 -7.897  0.394
H16 -4.524 5.245 -6.221  0.338
H17 -4.112 7.080 -5.945  0.360
H18 -3.771 5.956 -4.726  0.112
H19 -1.841 8.098 -7.588  0.324
C10 4.847 -0.721 -0.414  -1.436
C11 5.733 -1.645 -1.152  2.929
C12 6.397 -0.921 -2.297  -1.467
C13 7.377 0.221 -1.862  -0.092
C14 8.491 -0.377 -0.966  -1.521
C15 7.863 -1.217 0.204  1.968
N2 6.849 -2.133 -0.324  -0.291
O2 6.282 -2.870 0.718  0.329
C16 8.827 -2.093 0.921  -2.121
C17 7.352 -0.268 1.329  -1.396
C18 4.975 -2.879 -1.694  -2.261
H20 4.578 -1.144 0.552  -0.261
H21 3.930 -0.548 -1.000  0.301
H22 5.220 0.260 -0.279  0.383
H23 7.023 -1.600 -2.890  0.452
H24 5.652 -0.528 -3.020  0.222
H25 6.866 1.054 -1.405  -0.025
H26 7.839 0.715 -2.736  0.528
H27 9.194 0.396 -0.624  0.378
H28 9.044 -1.155 -1.623  0.253
H29 8.358 -2.568 1.741  0.284
H30 9.133 -2.883 0.204  0.446
H31 9.748 -1.678 1.242  0.436
H32 6.750 -0.808 2.080  -0.150
H33 8.241 0.185 1.716  0.727
H34 6.773 0.553 0.938  0.228
H35 4.283 -2.488 -2.467  0.307
H36 4.363 -3.348 -0.911  0.233
H37 5.653 -3.651 -2.086  0.477
H38 6.317 -3.799 0.414  0.160
C19 -6.394 -2.306 3.270  -1.135
C20 -6.238 -3.878 3.180  1.472
C21 -5.458 -4.316 1.936  -0.416
C22 -3.935 -4.399 2.120  0.777
C23 -3.533 -4.985 3.493  -1.809
C24 -4.236 -4.372 4.709  3.024
N3 -5.714 -4.473 4.448  0.017
O3 -6.436 -3.934 5.580  -0.504
C25 -3.995 -5.270 5.926  -2.124
C26 -3.668 -2.948 5.073  -1.540
C27 -7.714 -4.395 2.990  -2.070
H39 -7.035 -2.067 4.207  0.431
H40 -6.842 -1.923 2.336  0.407
H41 -5.427 -1.758 3.367  -0.167
H42 -5.780 -5.318 1.720  0.664
H43 -5.833 -3.718 1.071  -0.957
H44 -3.433 -3.431 2.087  -0.623
H45 -3.556 -4.952 1.300  0.702
H46 -2.438 -4.965 3.690  0.076
H47 -3.766 -6.120 3.485  0.090
H48 -4.268 -4.765 6.867  0.475
H49 -4.597 -6.155 5.832  0.530
H50 -3.004 -5.716 5.967  0.311
H51 -3.447 -2.342 4.231  -0.419
H52 -4.364 -2.405 5.684  0.525
H53 -2.755 -3.006 5.688  0.502
H54 -8.386 -3.849 3.616  0.435
H55 -7.735 -5.410 3.215  0.592
H56 -8.069 -4.105 2.014  0.238
H57 -6.632 -4.728 6.142  0.355
C28 -1.135 3.490 5.374  -1.721
C29 -0.387 2.413 4.477  1.403
C30 -0.171 1.123 5.250  -0.240
C31 -1.436 0.283 5.269  -1.874
C32 -1.971 0.097 3.933  0.718
C33 -2.260 1.392 3.194  1.434
N4 -1.007 2.205 3.165  2.116
O4 -1.324 3.468 2.636  -0.453
C34 -2.460 1.125 1.749  -1.765
C35 -3.532 2.104 3.793  -1.979
C36 0.980 3.124 4.144  -0.413
H58 -0.484 3.609 6.222  0.613
H59 -2.090 3.173 5.846  0.270
H60 -1.189 4.459 4.892  0.098
H61 0.689 0.570 4.850  -1.220
H62 0.026 1.285 6.322  0.756
H63 -2.254 0.577 5.933  0.680
H64 -1.143 -0.656 5.599  0.933
H65 -2.926 -0.412 3.788  -0.303
H66 -1.289 -0.462 3.242  -0.550
H67 -3.312 0.499 1.514  1.010
H68 -2.785 2.119 1.309  0.241
H69 -1.534 0.694 1.340  -0.311
H70 -4.448 1.588 3.430  0.520
H71 -3.466 1.994 4.867  0.445
H72 -3.549 3.198 3.607  0.028
H73 1.622 3.340 5.037  0.462
H74 0.766 4.045 3.638  -0.800
H75 1.579 2.444 3.510  -0.266
H76 -0.816 3.450 1.805  0.270
C37 -7.929 -1.976 -0.863  -1.598
C38 -6.850 -2.331 -1.879  2.058
C39 -5.544 -1.855 -1.254  -0.615
C40 -4.275 -2.328 -2.059  -0.342
C41 -4.383 -3.892 -2.108  1.074
C42 -5.671 -4.435 -2.712  1.868
N5 -6.808 -3.831 -2.060  0.587
O5 -8.033 -4.297 -2.601  -0.608
C43 -5.666 -4.370 -4.178  -1.860
C44 -5.687 -5.921 -2.381  -2.081
C45 -7.126 -1.566 -3.160  -1.502
H77 -7.760 -0.860 -0.557  0.158
H78 -7.854 -2.531 0.039  0.291
H79 -8.981 -1.982 -1.253  0.385
H80 -5.509 -0.724 -1.321  0.090
H81 -5.526 -2.121 -0.213  0.015
H82 -3.329 -2.039 -1.637  -0.152
H83 -4.301 -2.000 -3.112  0.326
H84 -4.179 -4.188 -1.085  -0.971
H85 -3.627 -4.448 -2.633  -0.452
H86 -4.797 -4.941 -4.468  0.473
H87 -6.553 -4.714 -4.681  0.332
H88 -5.414 -3.369 -4.524  0.376
H89 -4.884 -6.449 -2.999  0.230
H90 -5.650 -6.164 -1.365  0.357
H91 -6.590 -6.297 -2.760  0.667
H92 -6.949 -0.467 -3.021  0.210
H93 -8.185 -1.615 -3.388  0.345
H94 -6.524 -1.974 -3.949  0.210
H95 -8.609 -4.484 -1.870  0.345
C46 -0.210 6.699 2.359  -0.922
C47 0.109 8.174 2.232  1.762
C48 0.154 8.863 3.650  -1.254
C49 1.339 8.401 4.451  -0.594
C50 2.628 8.670 3.683  -1.476
C51 2.698 8.110 2.264  2.072
N6 1.467 8.458 1.620  -0.142
O6 1.409 7.742 0.357  -0.200
C52 3.834 8.896 1.581  -1.995
C53 3.080 6.641 2.342  -1.221
C54 -0.884 8.933 1.381  -1.385
H96 0.125 6.315 3.278  -0.498
H97 0.267 6.123 1.548  -0.331
H98 -1.243 6.581 2.216  0.949
H99 0.111 9.953 3.554  0.379
H100 -0.774 8.567 4.249  0.308
H101 1.226 7.327 4.645  0.167
H102 1.386 8.763 5.415  0.577
H103 3.471 8.280 4.244  0.456
H104 2.783 9.737 3.485  0.429
H105 4.000 8.500 0.572  0.311
H106 3.566 9.926 1.537  0.517
H107 4.640 8.744 2.262  0.457
H108 2.503 5.909 2.965  0.104
H109 3.045 6.126 1.369  -0.130
H110 4.100 6.531 2.640  0.642
H111 -0.639 10.014 1.488  0.486
H112 -1.807 8.627 1.822  0.440
H113 -0.874 8.517 0.400  -0.200
H114 1.700 8.470 -0.265  0.260
C55 4.279 -4.111 5.193  -2.152
C56 3.892 -3.337 3.922  2.313
C57 2.403 -2.969 4.010  -0.545
C58 2.053 -1.848 4.969  0.127
C59 3.019 -0.655 4.791  -0.773
C60 4.503 -1.014 4.604  1.190
N7 4.684 -2.103 3.616  1.505
O7 6.106 -2.431 3.623  -0.676
C61 5.074 0.309 4.124  -1.803
C62 5.286 -1.209 5.905  -1.684
C63 4.197 -4.293 2.703  -2.020
H115 4.265 -5.171 5.008  0.373
H116 3.609 -3.862 5.971  0.416
H117 5.311 -3.953 5.538  0.429
H118 2.142 -2.669 2.989  -1.283
H119 1.838 -3.812 4.256  1.122
H120 2.038 -2.247 6.044  0.405
H121 1.033 -1.493 4.818  -0.302
H122 2.953 0.063 5.585  1.031
H123 2.773 0.053 3.950  -0.676
H124 4.577 0.775 3.195  0.032
H125 4.717 1.138 4.715  0.599
H126 6.198 0.415 4.050  0.356
H127 4.975 -2.186 6.437  0.267
H128 6.395 -1.289 5.672  0.323
H129 5.159 -0.343 6.519  0.467
H130 5.240 -4.705 2.751  0.568
H131 4.065 -3.728 1.777  -0.207
H132 3.460 -5.105 2.698  0.402
H133 6.174 -2.688 2.641  -0.090
O8 5.318 6.517 -1.595  -0.640
S1 5.461 5.102 -1.716  1.144
O9 5.079 4.223 -0.661  -0.483
O10 4.722 4.672 -3.113  -0.485
C64 4.381 3.324 -3.411  0.595
C65 3.789 3.403 -4.734  -1.444
C66 7.148 4.697 -2.135  -0.483
H134 3.700 2.906 -2.603  -0.259
H135 5.236 2.717 -3.534  0.796
H136 4.681 3.613 -5.370  0.457
H137 3.037 4.181 -4.887  0.212
H138 3.340 2.415 -5.074  0.171
H139 7.877 5.183 -1.445  0.386
H140 7.312 5.068 -3.141  0.327
H141 7.041 3.649 -2.062  -0.157
O11 -3.548 -9.904 2.889  -0.649
S2 -2.451 -9.316 2.163  0.981
O12 -2.645 -8.596 0.998  -0.442
O13 -1.563 -8.466 3.110  -0.555
C67 -0.713 -7.463 2.549  1.275
C68 0.167 -6.994 3.690  -1.379
C69 -1.400 -10.722 1.705  -0.723
H142 -1.222 -6.624 2.112  -0.378
H143 -0.074 -7.849 1.788  0.348
H144 0.927 -6.268 3.396  0.115
H145 0.519 -7.881 4.272  0.444
H146 -0.430 -6.633 4.568  0.240
H147 -1.096 -11.294 2.596  0.341
H148 -0.605 -10.281 1.140  0.062
H149 -2.058 -11.372 1.089  0.370
O14 2.751 -5.523 -0.030  -0.115
S3 3.799 -6.438 -0.355  1.286
O15 5.142 -6.129 0.008  -0.805
O16 3.498 -7.826 0.197  -0.309
C70 2.882 -8.080 1.460  0.582
C71 2.534 -9.592 1.543  -1.340
C72 3.751 -6.863 -2.044  -0.805
H150 1.940 -7.497 1.533  -0.283
H151 3.559 -7.828 2.292  0.322
H152 1.968 -9.841 0.591  0.221
H153 1.905 -9.775 2.381  0.408
H154 3.458 -10.241 1.533  0.365
H155 3.795 -5.887 -2.672  0.149
H156 2.764 -7.335 -2.137  0.182
H157 4.533 -7.591 -2.278  0.425
O17 -5.506 1.487 -2.452  -0.556
S4 -4.296 2.328 -2.544  0.822
O18 -3.812 2.670 -3.873  -0.520
O19 -4.466 3.736 -1.835  -0.194
C73 -5.712 4.120 -1.104  -0.500
C74 -5.630 4.137 0.432  -0.854
C75 -3.067 1.558 -1.617  0.974
H158 -6.540 3.592 -1.508  0.501
H159 -5.861 5.167 -1.376  0.285
H160 -6.606 4.376 0.833  0.475
H161 -4.829 4.871 0.727  0.190
H162 -5.282 3.219 0.740  0.125
H163 -2.248 2.277 -1.513  -0.535
H164 -2.720 0.658 -2.187  0.069
H165 -3.596 1.355 -0.649  -0.241
O20 -0.521 4.218 0.045  -0.528
S5 0.185 4.185 -1.258  1.038
O21 0.003 2.971 -1.966  -0.498
O22 -0.297 5.417 -2.185  -0.077
C76 -1.690 5.651 -2.207  1.295
C77 -2.011 7.139 -2.448  -0.959
C78 1.922 4.552 -1.163  -0.627
H166 -2.047 5.219 -1.218  0.377
H167 -2.175 5.060 -2.952  -1.186
H168 -1.555 7.742 -1.664  -0.231
H169 -3.076 7.128 -2.415  0.545
H170 -1.711 7.422 -3.484  0.065
H171 2.330 3.656 -0.711  0.408
H172 2.004 5.333 -0.387  -0.582
H173 2.360 4.777 -2.121  0.360
O23 2.034 -2.088 -3.776  -0.575
S6 1.579 -0.747 -4.045  1.149
O24 2.448 0.373 -4.034  -0.300
O25 0.891 -0.891 -5.448  -0.371
C79 0.242 0.223 -6.174  0.390
C80 1.079 0.634 -7.343  -1.119
C81 0.187 -0.436 -3.045  0.388
H174 0.216 1.125 -5.570  -0.258
H175 -0.784 -0.170 -6.355  0.336
H176 2.119 0.739 -7.110  0.241
H177 0.749 1.635 -7.711  0.254
H178 0.948 -0.098 -8.132  0.413
H179 -0.147 0.605 -3.192  -0.197
H180 0.432 -0.675 -2.017  -0.331
H181 -0.582 -1.189 -3.395  -0.046
O26 0.309 -7.746 -1.235  -0.711
S7 -0.645 -6.728 -1.545  1.043
O27 -0.891 -5.761 -0.500  -0.002
O28 -0.148 -6.052 -2.930  -0.496
C82 -0.142 -4.541 -2.845  0.745
C83 -0.631 -4.115 -4.230  -1.196
C84 -2.128 -7.578 -2.135  -0.769
H182 0.922 -4.322 -2.761  0.171
H183 -0.693 -4.238 -1.911  0.171
H184 -0.551 -3.008 -4.407  -0.014
H185 -1.693 -4.424 -4.281  0.148
H186 -0.082 -4.743 -4.955  0.378
H187 -2.338 -8.461 -1.528  0.326
H188 -1.776 -7.860 -3.160  0.507
H189 -2.897 -6.829 -2.217  -0.254
O29 -0.663 -2.203 1.996  -0.564
S8 -0.273 -2.096 0.655  0.393
O30 -1.074 -1.977 -0.498  0.465
O31 0.478 -0.658 0.506  0.204
C85 1.178 0.016 1.601  1.466
C86 1.703 1.277 0.976  -1.588
C87 0.974 -3.225 0.221  1.131
H190 2.043 -0.641 1.964  -0.250
H191 0.427 0.183 2.438  -0.114
H192 2.414 1.950 1.504  0.513
H193 0.887 1.991 0.761  -0.531
H194 2.050 1.046 -0.025  0.607
H195 1.874 -3.105 0.852  -0.918
H196 1.275 -2.977 -0.816  -0.336
H197 0.663 -4.269 0.498  -0.227

---

3.
Formula: C4H15N3O
Source: OMol25
Level of theory: ωB97M-V/def2-TZVPD

Summary:
charge: +2
DFT total energy: -400.2787 hartree

Last column: Mulliken charge in e.
Cartesian coordinates (Å):
C1 0.155 -1.843 -0.854  -0.252
C2 -0.073 -0.354 -0.434  -1.197
C3 0.819 0.685 -1.079  0.711
C4 0.186 1.493 -1.961  -0.912
N1 0.582 2.590 -2.846  -0.254
N2 2.069 0.884 -0.615  -0.411
N3 -1.110 -2.488 -0.298  -0.310
H1 0.058 -2.001 -1.917  0.354
H2 1.062 -2.162 -0.356  0.324
H3 0.080 -0.310 0.648  0.499
H4 -1.109 -0.104 -0.642  0.568
H5 -0.802 1.215 -2.182  0.322
H6 0.998 2.385 -3.767  0.370
H7 -0.235 3.156 -3.087  0.390
H8 1.312 3.149 -2.391  0.376
H9 2.647 1.595 -1.023  0.148
H10 2.498 0.343 0.116  0.205
H11 -1.136 -2.418 0.720  0.363
H12 -1.165 -3.479 -0.550  0.366
H13 -1.952 -1.989 -0.555  0.340
H14 -2.133 -1.330 7.191  0.334
H15 -2.860 -0.056 6.778  0.333
O1 -2.056 -0.563 6.608  -0.667

---

Which of these has the lowest DFT total energy?
C87H197N7O31S8

---

Look up the DFT total energy of the third one.
-400.2787 hartree

---

What did the third record say?
Formula: C4H15N3O
Source: OMol25
Level of theory: ωB97M-V/def2-TZVPD

Summary:
charge: +2
DFT total energy: -400.2787 hartree

Last column: Mulliken charge in e.
Cartesian coordinates (Å):
C1 0.155 -1.843 -0.854  -0.252
C2 -0.073 -0.354 -0.434  -1.197
C3 0.819 0.685 -1.079  0.711
C4 0.186 1.493 -1.961  -0.912
N1 0.582 2.590 -2.846  -0.254
N2 2.069 0.884 -0.615  -0.411
N3 -1.110 -2.488 -0.298  -0.310
H1 0.058 -2.001 -1.917  0.354
H2 1.062 -2.162 -0.356  0.324
H3 0.080 -0.310 0.648  0.499
H4 -1.109 -0.104 -0.642  0.568
H5 -0.802 1.215 -2.182  0.322
H6 0.998 2.385 -3.767  0.370
H7 -0.235 3.156 -3.087  0.390
H8 1.312 3.149 -2.391  0.376
H9 2.647 1.595 -1.023  0.148
H10 2.498 0.343 0.116  0.205
H11 -1.136 -2.418 0.720  0.363
H12 -1.165 -3.479 -0.550  0.366
H13 -1.952 -1.989 -0.555  0.340
H14 -2.133 -1.330 7.191  0.334
H15 -2.860 -0.056 6.778  0.333
O1 -2.056 -0.563 6.608  -0.667

---

What is the formula in the third record?
C4H15N3O